# 1
78
Properties=species:S:1:pos:R:3 method="wB97M-V/def2-TZVPD" multiplicity=4 charge=-1 lumo_energy_ev="1.74 / 1.74" s2=3.77 e_above_lowest_kcal_mol=0.00 e_homo_ev="-4.87 / -4.97" gap_ev="6.614 / 6.716"
Cr 1.210 -1.974 -2.313
C 5.347 -1.824 -3.936
O 5.820 -2.066 -2.610
C 5.251 -3.142 -1.974
C 6.070 -4.146 -1.518
C 5.544 -5.252 -0.841
C 4.186 -5.328 -0.655
C 3.321 -4.317 -1.106
C 1.904 -4.506 -0.882
N 0.995 -3.681 -1.238
N -0.323 -4.054 -1.013
C -1.117 -3.117 -1.456
O -0.746 -2.025 -2.027
C -2.575 -3.285 -1.196
C -3.445 -2.250 -1.523
C -4.800 -2.362 -1.247
C -5.297 -3.510 -0.644
C -4.431 -4.548 -0.321
C -3.077 -4.437 -0.594
C 3.844 -3.177 -1.766
O 3.139 -2.172 -2.184
H 4.397 -1.290 -3.926
H 5.222 -2.763 -4.478
H 6.109 -1.222 -4.428
H 7.134 -4.056 -1.704
H 6.197 -6.040 -0.491
H 3.753 -6.186 -0.152
H 1.581 -5.429 -0.401
H -3.036 -1.367 -1.996
H -5.471 -1.553 -1.507
H -6.355 -3.598 -0.432
H -4.816 -5.449 0.142
H -2.390 -5.236 -0.351
O 1.270 -0.109 -5.787
C 1.216 -0.861 -4.841
O 1.234 -0.506 -3.587
C 1.137 -2.413 -5.022
O 1.110 -2.928 -6.115
O 1.120 -3.054 -3.884
C -2.893 9.635 4.470
O -3.541 8.391 4.643
C -2.972 7.302 4.057
C -3.643 6.095 4.236
C -3.141 4.936 3.678
C -1.961 4.949 2.934
C -1.303 6.161 2.761
C -1.798 7.333 3.314
C -1.394 3.740 2.329
N -0.369 3.720 1.513
C -0.184 2.394 1.197
C -1.107 1.609 1.834
N -1.883 2.481 2.563
C -1.111 0.185 1.747
C -1.956 -0.656 2.479
C -1.790 -2.015 2.385
C -0.766 -2.504 1.567
N 0.020 -1.730 0.849
C -0.147 -0.404 0.901
C 0.756 0.431 0.098
N 1.548 -0.161 -0.826
C 2.469 0.584 -1.419
C 2.625 1.954 -1.192
C 1.751 2.587 -0.352
C 0.790 1.818 0.313
H -3.497 10.366 5.001
H -2.837 9.911 3.414
H -1.886 9.622 4.894
H -4.559 6.089 4.810
H -3.696 4.017 3.822
H -0.391 6.174 2.180
H -1.259 8.256 3.158
H -2.645 2.243 3.169
H -2.724 -0.238 3.120
H -2.425 -2.701 2.929
H -0.595 -3.570 1.470
H 3.102 0.080 -2.133
H 3.398 2.489 -1.725
H 1.780 3.656 -0.181

---

# 2
76
Properties=species:S:1:pos:R:3 method="wB97M-V/def2-TZVPD" charge=-1 lumo_energy_ev=2.02 e_homo_ev=-3.98 gap_ev=6.004
C -1.709 3.692 2.074
C -1.275 3.882 0.607
C -2.380 4.134 -0.462
N -0.062 3.896 0.192
N 0.671 2.701 0.583
C 0.587 1.834 -0.605
C 0.332 0.346 -0.143
C -1.082 0.100 0.466
F -2.080 0.867 -0.081
Br -1.115 0.258 2.433
C -1.497 -1.432 0.156
F -2.500 -1.745 1.031
F -0.463 -2.260 0.310
Br -2.309 -1.477 -1.628
C 2.056 3.197 0.875
C 3.214 2.155 0.815
C 3.263 1.117 2.002
O 2.055 1.016 2.758
C 3.769 -0.230 1.438
N 5.224 -0.129 1.073
C 2.472 4.452 0.015
O 2.730 5.500 0.633
O 2.575 4.384 -1.234
H -2.107 4.631 2.501
H -2.506 2.915 2.094
H -0.841 3.313 2.647
H -2.711 5.200 -0.461
H -3.224 3.428 -0.356
H -1.919 3.973 -1.456
H -0.300 2.095 -1.218
H 1.455 1.917 -1.291
H 0.407 -0.283 -1.063
H 1.081 -0.014 0.583
H 2.023 3.568 1.925
H 4.153 2.748 0.885
H 3.288 1.587 -0.134
H 4.054 1.467 2.711
H 2.118 1.717 3.421
H 3.248 -0.449 0.471
H 3.564 -1.090 2.104
H 5.232 0.455 0.231
H 5.472 -1.052 0.706
C -7.236 0.470 2.293
C -6.013 -0.084 1.568
C -6.343 -0.809 0.253
O -6.880 -2.114 0.421
C -8.268 -2.151 0.693
N -5.272 -0.958 2.484
H -7.807 -0.306 2.802
H -6.928 1.190 3.054
H -7.904 0.987 1.598
H -5.375 0.769 1.316
H -5.404 -0.944 -0.292
H -6.993 -0.206 -0.394
H -8.808 -1.354 0.175
H -8.449 -2.093 1.769
H -8.651 -3.112 0.346
H -4.410 -1.247 2.031
H -5.804 -1.822 2.567
C 4.827 -3.950 -4.517
C 5.750 -3.966 -3.302
C 5.003 -4.080 -1.962
O 4.387 -2.880 -1.528
C 3.124 -2.615 -2.117
N 6.611 -2.779 -3.346
H 4.330 -2.989 -4.651
H 5.398 -4.142 -5.427
H 4.059 -4.723 -4.437
H 6.388 -4.852 -3.393
H 5.737 -4.325 -1.188
H 4.277 -4.903 -1.975
H 2.560 -3.534 -2.303
H 3.250 -2.049 -3.042
H 2.555 -1.992 -1.425
H 7.291 -2.839 -2.592
H 6.037 -1.978 -3.089

---

# 3
10
Properties=species:S:1:pos:R:3 method="wB97M-V/def2-TZVPD" charge=+1 lumo_energy_ev=-4.10 e_above_lowest_kcal_mol=35.20 e_homo_ev=-14.72 smiles=c1c[nH+]c[nH]1 gap_ev=10.619
C -0.571 -1.012 0.163
C -1.117 0.117 -0.529
N -0.069 1.111 -0.455
C 0.990 0.521 0.225
N 0.743 -0.754 0.708
H -1.078 -1.942 0.423
H -1.925 0.361 -1.233
H -0.091 2.007 -0.946
H 1.962 1.181 0.503
H 1.156 -1.590 1.141

---

# 4
58
Properties=species:S:1:pos:R:3 method="wB97M-V/def2-TZVPD" lumo_energy_ev=0.69 e_above_lowest_kcal_mol=34.40 e_homo_ev=-8.42 smiles="CC[C@H](C)c1ccc(OCC(=O)Nc2ccc(CN3CCOCC3)cc2)cc1" gap_ev=9.112
C -3.197 -3.061 -0.570
C -4.415 -3.146 0.342
C -5.445 -2.017 0.133
C -6.129 -2.116 -1.229
C -4.799 -0.678 0.390
C -4.273 0.115 -0.618
C -3.648 1.321 -0.342
C -3.540 1.757 0.970
O -2.925 2.923 1.364
C -2.490 3.813 0.365
C -1.280 3.316 -0.441
O -1.044 3.740 -1.551
N -0.549 2.407 0.246
C 0.588 1.699 -0.153
C 1.208 1.901 -1.380
C 2.334 1.166 -1.709
C 2.857 0.223 -0.837
C 4.078 -0.583 -1.184
N 5.052 -0.531 -0.107
C 6.134 -1.481 -0.288
C 7.053 -1.423 0.933
O 7.578 -0.131 1.122
C 6.537 0.806 1.270
C 5.606 0.802 0.059
C 2.230 0.027 0.389
C 1.110 0.755 0.731
C -4.063 0.972 1.995
C -4.682 -0.224 1.702
H -2.691 -2.106 -0.447
H -2.495 -3.854 -0.324
H -3.478 -3.173 -1.614
H -4.915 -4.104 0.188
H -4.076 -3.111 1.381
H -6.220 -2.155 0.898
H -5.411 -2.096 -2.043
H -6.824 -1.290 -1.361
H -6.686 -3.049 -1.293
H -4.339 -0.198 -1.648
H -3.245 1.899 -1.159
H -2.191 4.723 0.895
H -3.295 4.071 -0.333
H -0.899 2.172 1.168
H 0.810 2.630 -2.066
H 2.810 1.334 -2.664
H 3.789 -1.632 -1.313
H 4.504 -0.229 -2.140
H 5.715 -2.486 -0.381
H 6.724 -1.258 -1.196
H 7.909 -2.087 0.805
H 6.482 -1.727 1.823
H 7.016 1.780 1.388
H 5.952 0.574 2.172
H 4.788 1.507 0.219
H 6.175 1.114 -0.837
H 2.638 -0.699 1.075
H 0.628 0.595 1.685
H -3.976 1.322 3.011
H -5.085 -0.820 2.508

---

# 5
19
Properties=species:S:1:pos:R:3 method="wB97M-V/def2-TZVPD" lumo_energy_ev=0.98 e_above_lowest_kcal_mol=49.69 e_homo_ev=-7.17 smiles="CCC/C(N)=C/N" gap_ev=8.152
C 2.708 0.069 0.485
C 1.926 -0.059 -0.850
C 0.558 0.721 -0.881
C -0.594 0.304 -0.015
N -0.397 0.237 1.463
C -1.827 -0.095 -0.552
N -2.768 -0.892 0.192
H 3.856 -0.110 0.374
H 2.526 1.130 0.921
H 2.382 -0.686 1.312
H 2.528 0.176 -1.852
H 1.698 -1.132 -1.083
H 0.261 0.788 -1.979
H 0.822 1.799 -0.660
H -1.273 -0.085 1.856
H 0.606 -0.071 1.709
H -2.042 0.103 -1.665
H -2.233 -1.703 0.643
H -3.610 -1.256 -0.275

---

# 6
80
Properties=species:S:1:pos:R:3 method="wB97M-V/def2-TZVPD" lumo_energy_ev=0.30 e_above_lowest_kcal_mol=19.39 e_homo_ev=-10.52 smiles=ClCCCl.ClCCCl.ClCCCl.ClCCCl.ClCCCl.ClCCCl.ClCCCl.ClCCCl.ClCCCl.ClCCCl gap_ev=10.825
Cl 5.731 0.783 -2.371
C 4.086 1.490 -2.373
C 3.924 2.777 -1.559
Cl 4.305 2.486 0.168
H 3.400 0.698 -2.059
H 3.923 1.777 -3.412
H 2.868 3.024 -1.619
H 4.479 3.605 -1.977
Cl -0.597 -3.390 -5.217
C 1.028 -3.441 -4.441
C 1.842 -2.213 -4.612
Cl 3.407 -2.478 -3.838
H 1.499 -4.307 -4.938
H 0.887 -3.678 -3.408
H 1.368 -1.373 -4.097
H 1.885 -2.027 -5.705
Cl -0.108 0.979 0.254
C 1.013 -0.245 0.917
C 0.731 -1.656 0.544
Cl 0.946 -1.949 -1.207
H 1.000 -0.252 2.002
H 2.034 -0.026 0.585
H -0.285 -1.976 0.848
H 1.484 -2.253 1.042
Cl -2.409 4.044 -0.507
C -3.579 4.062 0.774
C -3.235 3.052 1.798
Cl -3.790 1.414 1.344
H -4.571 3.784 0.421
H -3.531 4.968 1.337
H -3.854 3.324 2.675
H -2.182 2.926 2.059
Cl -6.184 -2.933 4.536
C -5.080 -1.844 3.716
C -4.438 -2.567 2.545
Cl -3.590 -4.088 2.969
H -4.359 -1.401 4.434
H -5.654 -1.112 3.185
H -3.758 -1.806 2.069
H -5.274 -2.672 1.849
Cl -2.870 -0.274 -4.455
C -1.406 0.358 -3.619
C -0.446 0.960 -4.648
Cl 1.015 1.542 -3.741
H -0.964 -0.447 -3.058
H -1.563 1.196 -2.961
H -0.885 1.831 -5.130
H -0.084 0.269 -5.384
Cl 1.957 3.856 3.243
C 1.908 4.540 1.597
C 3.130 5.366 1.270
Cl 3.133 5.817 -0.463
H 1.049 5.177 1.506
H 1.782 3.662 0.927
H 4.030 4.804 1.488
H 3.123 6.308 1.775
Cl -5.269 -3.565 -1.362
C -4.116 -2.820 -2.470
C -2.806 -2.625 -1.759
Cl -2.808 -1.415 -0.462
H -4.449 -1.874 -2.784
H -3.993 -3.534 -3.308
H -2.072 -2.273 -2.427
H -2.360 -3.492 -1.283
Cl 4.404 -1.622 0.589
C 4.454 -3.307 1.152
C 5.425 -3.367 2.290
Cl 5.405 -5.093 2.880
H 4.779 -3.899 0.312
H 3.483 -3.570 1.521
H 5.067 -2.771 3.109
H 6.441 -3.113 2.120
Cl -0.910 -1.083 3.888
C -1.732 0.484 4.198
C -0.700 1.509 4.470
Cl -1.500 3.044 4.947
H -2.382 0.398 5.090
H -2.395 0.666 3.344
H -0.138 1.688 3.563
H -0.102 1.165 5.307

---

# 7
12
Properties=species:S:1:pos:R:3 method="wB97M-V/def2-TZVPD" lumo_energy_ev=1.23 e_above_lowest_kcal_mol=123.17 e_homo_ev=-9.15 gap_ev=10.381
C 1.042 -0.618 0.456
C 1.218 0.319 -0.761
C 0.389 0.700 0.449
N -1.954 -0.367 0.238
O -1.248 0.729 -0.352
H 0.450 -1.497 0.338
H 1.876 -0.805 1.173
H 2.065 0.882 -0.870
H 0.715 0.133 -1.642
H 0.436 1.479 1.161
H -2.921 0.000 0.447
H -2.069 -0.955 -0.636

---

# 8
62
Properties=species:S:1:pos:R:3 method="wB97M-V/def2-TZVPD" multiplicity=3 charge=+3 lumo_energy_ev="-11.93 / -11.54" s2=2.08 e_homo_ev="-17.61 / -17.62" gap_ev="5.674 / 6.085"
Mo 9.259 10.354 9.082
C 9.168 9.063 6.532
N 8.187 9.420 7.514
C 7.438 8.201 7.930
C 7.177 10.403 6.949
C 7.074 11.661 7.859
N 8.401 11.888 8.647
C 8.929 13.132 8.973
C 9.312 14.106 7.998
F 9.752 13.742 6.763
C 9.306 15.461 8.318
F 9.159 16.415 7.348
C 9.411 15.855 9.648
C 9.312 14.837 10.619
F 9.624 15.237 11.885
C 8.867 13.543 10.384
F 8.191 12.880 11.367
H 8.761 8.768 5.512
H 9.813 8.196 6.728
H 9.819 9.952 6.331
H 6.846 7.801 7.114
H 6.724 8.414 8.740
H 8.242 7.465 8.289
H 6.211 9.855 6.926
H 7.541 10.599 5.948
H 6.277 11.562 8.630
H 6.828 12.564 7.317
H 9.410 16.922 9.912
F 11.931 5.644 11.321
C 11.899 6.890 10.797
C 13.042 7.410 10.169
F 14.084 6.753 9.806
C 13.022 8.787 9.915
F 14.151 9.390 9.599
C 11.766 9.442 9.908
P 11.557 11.134 9.276
C 12.300 12.204 10.571
C 12.604 13.543 10.268
C 13.388 14.309 11.167
C 13.825 13.718 12.356
C 13.590 12.408 12.621
C 12.890 11.600 11.689
C 12.511 11.256 7.741
C 12.752 10.088 6.978
C 13.623 10.110 5.903
C 14.222 11.336 5.495
C 13.908 12.477 6.202
C 13.203 12.436 7.377
C 10.662 8.939 10.615
Br 9.161 9.964 11.462
C 10.747 7.585 11.001
F 9.633 7.059 11.602
H 12.057 14.018 9.455
H 13.564 15.371 11.127
H 14.223 14.394 13.086
H 14.026 12.030 13.542
H 12.640 10.551 11.973
H 12.313 9.094 7.249
H 13.858 9.229 5.269
H 14.848 11.352 4.640
H 14.170 13.487 5.848
H 13.100 13.364 7.963